Model one:
{"formula": "C4H13NOS", "method": "ωB97M-V with the def2-TZVPD basis set", "homo_ev": -9.077, "elements": ["C", "C", "C", "C", "S", "N", "H", "H", "H", "H", "H", "H", "H", "H", "H", "H", "H", "H", "H", "O"], "xyz": [[-0.8891, -0.2975, -0.8419], [0.4959, -0.1560, -0.2307], [1.3599, 0.7739, -1.1193], [2.7667, 0.2358, -1.4005], [2.8583, -1.2575, -2.4314], [0.3919, 0.2742, 1.1614], [-1.3555, 0.6687, -0.9004], [-0.8220, -0.7188, -1.8453], [-1.5538, -0.9501, -0.2764], [0.9931, -1.1116, -0.2068], [1.5245, 1.7289, -0.6527], [0.8798, 0.9843, -2.0716], [3.2843, 0.0668, -0.4523], [3.3263, 1.0322, -1.8914], [1.5329, -1.3818, -2.5779], [0.1618, 1.2587, 1.2165], [1.2766, 0.1224, 1.6268], [-5.6019, -0.4555, 3.5264], [-5.1778, -0.7626, 4.9855], [-5.4517, -0.0544, 4.3819]], "mulliken_charge": [-1.4584, 0.4328, -0.9775, -0.5920, -0.2088, -0.7047, 0.3524, 0.3220, 0.3650, 0.4033, 0.3631, 0.3947, 0.3252, 0.3854, 0.0824, 0.2563, 0.2589, 0.3189, 0.3227, -0.6418]}

Model two:
{"formula": "C4H13NOS", "method": "ωB97M-V with the def2-TZVPD basis set", "homo_ev": -8.278, "elements": ["C", "N", "C", "C", "S", "C", "H", "H", "H", "H", "H", "H", "H", "H", "H", "H", "H", "H", "H", "O"], "xyz": [[-1.3820, 0.5319, 0.7356], [0.0321, 0.3714, 1.0180], [0.4719, -0.9858, 1.2650], [1.1068, -1.7163, 0.0697], [2.3229, -0.7103, -0.8422], [-1.8517, 0.0202, -0.6547], [-1.6107, 1.5946, 0.7967], [-1.8939, 0.0025, 1.5384], [0.6151, 0.8098, 0.3099], [1.1622, -1.0254, 2.1231], [-0.3951, -1.5803, 1.5882], [0.3252, -1.9070, -0.6600], [1.6045, -2.6364, 0.3449], [3.1421, -0.3876, 0.1686], [-2.6193, 0.6758, -1.0794], [-2.1620, -1.0163, -0.5847], [-0.9926, 0.0046, -1.3175], [0.8924, 3.3665, -1.2826], [0.7532, 2.0840, -2.1801], [0.4787, 2.5043, -1.3568]], "mulliken_charge": [-0.5125, -0.2560, -0.6865, -0.5760, -0.2701, -0.9457, 0.3225, 0.4191, 0.2346, 0.3106, 0.3447, 0.2579, 0.4144, 0.1231, 0.3253, 0.3088, 0.1930, 0.2761, 0.2997, -0.5829]}

Which structure loses on stability? model two does.

Model one:
{"formula": "C4H13NOS", "method": "ωB97M-V with the def2-TZVPD basis set", "homo_ev": -8.469, "elements": ["C", "C", "S", "C", "N", "C", "H", "H", "H", "H", "H", "H", "H", "H", "H", "H", "H", "H", "H", "O"], "xyz": [[-1.2745, -1.2377, -0.5615], [-1.5959, 0.2548, -0.5256], [-2.6875, 0.6470, 0.8955], [-0.5356, -1.7084, 0.7082], [0.4137, -0.7635, 1.2343], [1.8244, -1.1288, 1.3125], [-2.2317, -1.7511, -0.5754], [-0.6774, -1.4466, -1.4425], [-2.0649, 0.6278, -1.4212], [-0.6681, 0.7822, -0.3183], [-3.4122, 1.5848, 0.2781], [-1.2421, -2.0156, 1.4779], [0.0051, -2.6227, 0.4619], [0.1288, -0.2638, 2.0599], [2.0464, -1.8574, 0.5376], [2.1154, -1.5459, 2.2864], [2.4469, -0.2536, 1.1203], [2.3970, 4.9349, -2.8843], [2.7060, 3.7746, -1.8999], [2.3061, 3.9890, -2.7438]], "mulliken_charge": [-0.5861, -0.7498, -0.2543, -0.7564, -0.1735, -0.9118, 0.3162, 0.3197, 0.4561, 0.3621, 0.1088, 0.3774, 0.4153, 0.2064, 0.3331, 0.2504, 0.2865, 0.3201, 0.3194, -0.6397]}

Model two:
{"formula": "C4H13NOS", "method": "ωB97M-V with the def2-TZVPD basis set", "homo_ev": -8.832, "elements": ["C", "C", "S", "C", "N", "C", "H", "H", "H", "H", "H", "H", "H", "H", "H", "H", "H", "H", "H", "O"], "xyz": [[0.8618, -0.0520, 0.3945], [1.7577, 0.0772, -0.8341], [1.5667, -1.3449, -1.9456], [-0.6267, 0.0709, 0.0518], [-1.0170, 1.4745, -0.1102], [-2.3039, 1.5993, -0.8374], [0.9746, -0.9652, 0.9613], [1.0832, 0.8011, 1.0442], [2.8008, 0.2114, -0.5658], [1.4460, 0.9560, -1.3865], [2.8557, -1.6232, -2.1743], [-0.9245, -0.5808, -0.7837], [-1.1661, -0.2242, 0.9443], [-0.3490, 1.9473, -0.7088], [-2.4784, 2.6641, -0.9968], [-3.0834, 1.1460, -0.2277], [-2.2656, 1.1638, -1.8435], [0.0753, -3.1328, 2.7078], [0.2648, -1.9055, 3.5819], [0.5279, -2.2832, 2.7285]], "mulliken_charge": [-0.6154, -0.5023, -0.2613, -0.4996, -0.4278, -0.9520, 0.2655, 0.3188, 0.4117, 0.2444, 0.1149, 0.3341, 0.3450, 0.2753, 0.3523, 0.2891, 0.3359, 0.3040, 0.2977, -0.6303]}

Model three:
{"formula": "C4H13NOS", "method": "ωB97M-V with the def2-TZVPD basis set", "homo_ev": -8.366, "elements": ["C", "C", "C", "S", "C", "N", "H", "H", "H", "H", "H", "H", "H", "H", "H", "H", "H", "H", "H", "O"], "xyz": [[0.6460, 0.7699, -2.0002], [0.7066, 0.2730, -0.5548], [-0.4000, -0.7836, -0.2986], [0.5373, -2.3985, 0.1074], [1.2608, -1.9117, 1.6793], [-0.7026, 1.3152, -2.2878], [1.4332, 1.5218, -2.1553], [0.8606, -0.0684, -2.6739], [1.7057, -0.0499, -0.2821], [0.4445, 1.1762, 0.0251], [-0.9509, -0.6254, 0.6232], [-1.1020, -1.0776, -1.0644], [0.5839, -2.4083, 2.3726], [1.5695, -0.8729, 1.6855], [2.2021, -2.4629, 1.7042], [-0.6573, 2.2097, -2.7484], [-1.1514, 1.4114, -1.3861], [-2.6835, 1.4358, 3.0495], [-1.6726, 1.2402, 2.1101], [-2.6299, 1.3059, 2.0946]], "mulliken_charge": [-0.6067, -0.7447, -0.4888, -0.1022, -0.8683, -0.5347, 0.3231, 0.2768, 0.5310, 0.2344, 0.1461, 0.4833, 0.2800, 0.3262, 0.3042, 0.2515, 0.1940, 0.3209, 0.2754, -0.6016]}

Model four:
{"formula": "C4H13NOS", "method": "ωB97M-V with the def2-TZVPD basis set", "homo_ev": -8.897, "elements": ["C", "C", "C", "C", "S", "N", "H", "H", "H", "H", "H", "H", "H", "H", "H", "H", "H", "H", "H", "O"], "xyz": [[1.4454, -0.2094, -0.8764], [0.2966, 0.2409, 0.1347], [0.7903, 1.6463, 0.5789], [-0.1361, 2.5327, 1.4176], [-1.8474, 2.9452, 0.9584], [-1.0028, 0.2654, -0.4851], [1.3329, 0.3139, -1.8189], [2.3693, -0.1178, -0.2982], [1.3981, -1.3175, -0.9497], [0.4214, -0.5991, 0.8528], [0.9144, 2.2198, -0.3558], [1.6775, 1.4322, 1.1734], [0.4914, 3.4092, 1.6228], [-0.1419, 2.0357, 2.4280], [-1.8182, 2.3941, -0.2618], [-1.6390, 0.3743, 0.3012], [-1.3396, -0.5517, -0.9787], [-0.5494, -6.2817, -1.0310], [-1.3202, -4.8928, -1.0956], [-1.3427, -5.8397, -1.3168]], "mulliken_charge": [-1.4316, 0.4203, -0.6248, -0.7587, -0.2565, -0.6780, 0.4246, 0.3633, 0.3581, 0.2230, 0.3222, 0.3262, 0.3891, 0.3253, 0.1498, 0.2453, 0.2028, 0.3200, 0.3185, -0.6386]}

Which structure loses on stability? model three does.

Model one:
{"formula": "C14H16O2", "method": "ωB97M-V with the def2-TZVPD basis set", "homo_ev": -8.377, "elements": ["C", "C", "C", "C", "C", "C", "C", "O", "H", "H", "H", "H", "H", "H", "H", "H", "C", "C", "C", "C", "C", "C", "C", "O", "H", "H", "H", "H", "H", "H", "H", "H"], "xyz": [[-2.8625, -0.8340, 2.3480], [-3.0167, -0.9401, -0.3119], [-2.4295, -1.3874, 1.0011], [-2.5281, -1.5226, -1.4521], [-1.4637, -2.4815, -1.3502], [-1.3806, -2.2126, 1.0782], [-0.8589, -2.6710, -0.1326], [-0.9622, -3.1764, -2.4176], [-3.5917, -0.0817, -0.3729], [-2.9658, -1.5291, -2.4297], [-3.0694, -1.7281, 3.0218], [-3.7123, -0.1800, 2.2870], [-0.9635, -2.6216, 1.9835], [-0.8334, -2.6106, -3.1665], [0.0379, -3.0649, -0.2469], [-1.9999, -0.0347, 2.6904], [2.2597, 0.4446, 1.9769], [3.1282, 2.1075, -1.2649], [1.8771, 2.6178, -1.7011], [3.1525, 1.2099, -0.1614], [2.0304, 1.1600, 0.6254], [0.7138, 2.6145, -0.8549], [0.8596, 1.8401, 0.3342], [2.0638, 3.4987, -2.7351], [4.0490, 2.1469, -1.8751], [4.1402, 0.6476, -0.0185], [-0.1221, 3.2245, -1.0949], [1.6206, 3.1685, -3.5472], [1.7752, 0.8989, 2.8409], [3.3311, 0.1174, 2.1933], [0.0248, 1.9275, 1.0349], [1.6964, -0.5481, 1.7179]], "mulliken_charge": [-1.2366, -0.8374, 0.8322, -0.4645, 0.2539, -0.5470, -0.4810, -0.5330, 0.4361, 0.3943, 0.3106, 0.3810, 0.4058, 0.3261, 0.5786, 0.1803, -1.1024, -0.4587, 0.1854, -0.4462, 0.6965, -0.6750, -0.2340, -0.5166, 0.3314, 0.2380, 0.5029, 0.3508, 0.3281, 0.2896, 0.3438, 0.1674]}

Model two:
{"formula": "C14H16O2", "method": "ωB97M-V with the def2-TZVPD basis set", "homo_ev": -7.974, "elements": ["C", "C", "C", "C", "C", "C", "C", "O", "H", "H", "H", "H", "H", "H", "H", "H", "C", "C", "C", "C", "C", "C", "C", "O", "H", "H", "H", "H", "H", "H", "H", "H"], "xyz": [[-1.7965, 1.3248, 5.4129], [-0.3642, 0.6268, 2.0462], [-0.6706, 1.2925, 3.2266], [-0.1240, -0.7447, 2.2189], [-1.0684, 0.5982, 4.3515], [-0.2777, -1.4809, 3.3836], [-0.6671, -0.7245, 4.4851], [0.4237, -1.4459, 1.1187], [-0.1438, 1.2573, 1.1857], [-0.7496, 2.3918, 3.2847], [-0.1828, -1.9775, 0.5855], [-0.1060, -2.5542, 3.4053], [-1.5966, 1.1413, 6.4639], [-2.8744, 1.1752, 5.3116], [-0.8788, -1.2212, 5.4344], [-1.6738, 2.4017, 5.3433], [0.2879, -0.3962, -5.9598], [1.2977, 0.2129, -1.8241], [1.6904, 1.0990, -2.8409], [0.5877, -0.9230, -2.2093], [1.3614, 0.8445, -4.1366], [0.1393, -1.0938, -3.5411], [0.5171, -0.1894, -4.5231], [1.2703, 0.5544, -0.5024], [0.9512, -0.1712, 0.1080], [2.5271, 1.7608, -2.5563], [0.2872, -1.6741, -1.5059], [1.8224, 1.4355, -4.9487], [-0.6157, -1.8856, -3.5635], [-0.4619, -1.1617, -6.1427], [1.0870, -0.9021, -6.4935], [0.0012, 0.4293, -6.6178]], "mulliken_charge": [-1.3888, -0.6159, -0.7817, 0.7202, 0.7934, -0.4328, -0.6261, -0.6479, 0.4684, 0.2854, 0.3524, 0.4127, 0.3804, 0.2789, 0.3363, 0.3642, -1.5173, 0.8526, -0.6466, -0.3709, -0.3691, -0.5997, 0.7173, -0.5332, 0.5355, 0.2821, 0.1151, 0.3304, 0.2588, 0.3814, 0.3067, 0.3578]}

Model three:
{"formula": "C14H16O2", "method": "ωB97M-V with the def2-TZVPD basis set", "homo_ev": -8.341, "elements": ["C", "C", "C", "C", "C", "C", "C", "O", "H", "H", "H", "H", "H", "H", "H", "H", "C", "C", "C", "C", "C", "C", "C", "O", "H", "H", "H", "H", "H", "H", "H", "H"], "xyz": [[-1.7376, 1.0368, 5.3395], [-0.1213, 0.5871, 1.9879], [-0.5838, 1.1324, 3.1760], [0.2948, -0.7042, 2.0259], [-0.8864, 0.4320, 4.3201], [0.2119, -1.4452, 3.2578], [-0.5345, -0.8886, 4.2732], [0.8710, -1.3175, 0.9661], [-0.0462, 1.1492, 1.0904], [-0.8418, 2.1583, 3.1751], [0.2408, -1.6651, 0.3351], [0.7679, -2.3470, 3.4467], [-1.7788, 0.6776, 6.3806], [-2.8092, 1.0020, 4.9270], [-0.8153, -1.5362, 5.0955], [-1.5186, 2.0733, 5.6938], [-0.1933, -0.2921, -5.7643], [1.0687, 0.3275, -1.7536], [1.6078, 1.0738, -2.8067], [0.2595, -0.7278, -2.0763], [1.2706, 0.7685, -4.1263], [-0.1508, -0.9825, -3.3821], [0.2960, -0.1975, -4.4286], [1.3855, 0.8554, -0.5568], [1.5747, 0.2105, 0.2104], [2.3776, 1.7805, -2.6549], [0.0537, -1.4825, -1.3476], [1.8306, 1.3409, -4.8119], [-0.8535, -1.7487, -3.4776], [-1.0858, -1.0590, -5.6350], [0.5737, -0.7022, -6.6478], [-0.7278, 0.4902, -6.2317]], "mulliken_charge": [-1.3660, -0.3851, -0.7291, 0.7455, 0.3175, -0.6559, -0.3799, -0.6443, 0.6448, 0.3883, 0.3380, 0.4028, 0.3747, 0.2357, 0.3512, 0.3430, -1.1496, 1.0050, -0.5461, -0.4390, -0.5383, -1.1039, 0.7901, -0.6307, 0.5026, 0.4173, 0.1528, 0.3980, 0.3433, 0.2734, 0.2195, 0.3245]}

Which structure loses on stability? model one does.